Arrangement a

# C2H3FO2

A cluster of 2 separate species, C2H3FO2 in total (wB97M-V/def2-TZVPD, the Open Molecules 2025 dataset).

The geometry in XYZ format:
```
8
Properties=species:S:1:pos:R:3
C 0.031 -1.122 0.340
C 0.661 0.103 -0.043
O 0.506 -0.746 -1.034
O -1.461 1.537 -0.170
F 1.675 0.842 0.371
H 0.685 -1.868 0.650
H -1.107 -1.149 0.386
H -0.989 2.403 -0.501
```

Calculated values
HOMO energy (alpha / beta) = -10.56 / -8.76 eV
LUMO level (alpha / beta) = -0.10 / -0.96 eV
Molar mass = 78.042 g mol⁻¹

---

Arrangement b

# C2H3FO2

The molecule C2H3FO2 (wB97M-V/def2-TZVPD, the Open Molecules 2025 dataset).

The geometry in XYZ format:
```
8
Properties=species:S:1:pos:R:3
C -0.753 -0.153 0.545
C 0.567 -0.145 -0.163
O -1.385 0.733 1.044
O 1.008 1.050 -0.659
F -1.319 -1.398 0.552
H 1.237 -0.303 0.714
H 0.374 -1.133 -0.753
H 0.270 1.348 -1.280
```

Calculated values
HOMO energy = -11.18 eV
LUMO level = 0.52 eV
Molar mass = 78.042 g mol⁻¹

---

Arrangement c

# C2H3FO2

A cluster of 2 separate species, C2H3FO2 in total (wB97M-V/def2-TZVPD, the Open Molecules 2025 dataset).

The geometry in XYZ format:
```
8
Properties=species:S:1:pos:R:3
C 0.193 -1.574 0.219
C -0.012 -0.136 0.071
O 0.904 -2.550 -0.262
O -0.434 -2.744 0.102
F 0.543 -1.436 2.370
H -0.334 -0.052 -0.991
H 0.839 0.143 0.489
H -0.919 0.214 0.635
```

Calculated values
HOMO energy = -10.71 eV
LUMO level = -0.44 eV
Molar mass = 78.042 g mol⁻¹

---

Ranking the structures above by energy, arrangement b is first and the second is 121.0 kcal/mol behind.